(1)
Computed, not measured: a 2-piece molecular cluster, C28H53ClF3N2O overall in a non-equilibrium geometry, with ωB97M-V/def2-TZVPD.

```
88
C28H53ClF3N2O, DFT ωB97M-V/def2-TZVPD
C 2.269 -1.320 -0.206
C 1.411 -1.006 -1.524
C 0.723 0.450 -1.432
C -0.790 0.305 -0.933
C -1.850 0.084 -2.147
C -3.095 1.039 -1.834
C -4.424 0.712 -2.674
C -5.632 0.099 -1.813
C -5.243 -1.480 -1.781
C -6.458 -2.435 -1.354
C -5.805 -3.645 -0.485
C -5.011 -4.708 -1.391
C -3.418 -4.509 -1.345
C -6.882 0.295 -2.829
C -8.060 1.013 -1.975
O -9.058 1.609 -2.391
N -7.577 0.797 -0.593
C -6.076 0.803 -0.440
Cl -5.425 -0.207 0.974
C -5.777 2.363 -0.214
C -5.598 2.793 1.325
C -4.094 2.806 1.838
F -3.929 4.022 2.578
F -3.119 2.846 0.832
F -3.807 1.784 2.788
H 2.352 -0.448 0.527
H 1.778 -2.184 0.370
H 3.313 -1.642 -0.519
H 0.558 -1.763 -1.609
H 2.094 -1.026 -2.432
H 1.281 1.033 -0.618
H 0.787 1.057 -2.390
H -0.937 -0.465 -0.106
H -1.074 1.318 -0.461
H -1.371 0.456 -3.110
H -2.148 -1.018 -2.258
H -3.356 0.935 -0.732
H -2.807 2.119 -2.072
H -4.781 1.682 -3.168
H -4.125 0.026 -3.547
H -4.923 -1.823 -2.832
H -4.312 -1.654 -1.128
H -7.238 -1.949 -0.688
H -6.987 -2.929 -2.245
H -5.126 -3.192 0.327
H -6.632 -4.193 0.078
H -5.403 -4.602 -2.455
H -5.225 -5.738 -0.946
H -3.090 -3.573 -0.782
H -3.026 -4.498 -2.424
H -2.895 -5.409 -0.854
H -7.417 -0.658 -3.174
H -6.622 0.783 -3.833
H -8.063 -0.024 -0.208
H -6.713 2.923 -0.576
H -4.928 2.767 -0.878
H -6.285 2.216 2.037
H -5.967 3.881 1.383
C 6.906 -0.171 -1.049
C 5.880 0.746 -0.390
C 6.386 1.665 0.722
N 6.844 1.002 2.034
C 6.985 2.143 3.055
C 7.612 1.693 4.367
C 8.953 1.013 4.146
C 8.816 -0.130 3.158
C 8.200 0.329 1.846
C 5.790 0.021 2.501
H 7.066 -1.080 -0.466
H 6.539 -0.498 -2.025
H 7.860 0.336 -1.204
H 5.021 0.158 -0.059
H 5.494 1.403 -1.178
H 5.566 2.334 0.999
H 7.215 2.285 0.369
H 7.608 2.910 2.586
H 5.987 2.555 3.225
H 7.752 2.563 5.014
H 6.939 1.021 4.907
H 9.345 0.639 5.096
H 9.679 1.742 3.768
H 8.220 -0.936 3.596
H 9.803 -0.556 2.955
H 8.063 -0.537 1.203
H 8.851 1.051 1.347
H 5.762 -0.819 1.808
H 4.830 0.539 2.525
H 6.043 -0.342 3.494
```

Total charge = +1
Orbital gap = 8.6 eV
LUMO energy = -2.35 eV
Max |F| = 4.06 eV Å⁻¹

=====

(2)
Computed, not measured: a 2-piece molecular cluster, C9H12NO3 overall in a non-equilibrium geometry, with ωB97M-V/def2-TZVPD.

```
25
C9H12NO3, DFT ωB97M-V/def2-TZVPD
C -0.358 -0.410 0.522
C 0.524 -0.961 1.137
C 2.803 -1.026 -1.059
C 2.609 1.220 0.195
C 1.372 -1.431 2.224
C -2.691 -0.563 -0.432
C -0.604 0.351 -1.738
C -1.674 1.637 0.153
C -1.319 0.225 -0.430
N 2.998 0.123 -0.861
O 2.463 -2.074 -1.452
O 1.751 2.007 -0.178
O 3.317 1.069 1.192
H 2.104 -0.752 2.379
H 1.830 -2.433 1.817
H 0.877 -1.786 3.179
H -3.594 -0.055 -0.878
H -2.450 -1.399 -0.985
H -3.015 -0.980 0.497
H 0.235 1.121 -1.781
H -1.409 0.761 -2.432
H -0.305 -0.567 -1.983
H -0.841 2.222 0.162
H -2.096 1.691 1.105
H -2.526 2.007 -0.353
```

Total charge = -1
Energy relative to the best compared isomer or geometry (same formula, charge and spin) = 23.4 kcal per mole
Orbital gap = 8.3 eV
LUMO energy = 3.30 eV
Max |F| = 5.56 eV Å⁻¹

=====

(3)
Computed, not measured: C27H32ClN2O2Ti as an isolated structure, with ωB97M-V/def2-TZVPD.

```
65
C27H32ClN2O2Ti, DFT ωB97M-V/def2-TZVPD
Ti -0.102 0.728 1.355
N 1.083 0.131 0.285
C 1.964 -0.252 -0.687
C 1.562 -1.053 -1.770
C 2.466 -1.417 -2.755
C 3.790 -0.994 -2.703
C 4.197 -0.193 -1.642
C 3.304 0.171 -0.649
H 0.530 -1.374 -1.823
H 2.128 -2.037 -3.579
H 4.489 -1.279 -3.480
H 5.221 0.158 -1.590
H 3.615 0.812 0.168
C 2.543 -0.333 3.350
C 1.259 0.091 4.033
O 1.141 0.079 5.242
O 0.294 0.465 3.224
H 3.305 -0.541 4.096
H 2.876 0.445 2.662
H 2.354 -1.221 2.745
C -0.124 -4.642 -0.202
C -0.926 -3.437 -0.615
C -1.505 -3.360 -1.879
C -2.194 -2.219 -2.274
C -2.794 -2.119 -3.653
C -2.303 -1.150 -1.392
C -1.746 -1.200 -0.111
C -1.070 -2.367 0.255
N -1.791 -0.127 0.804
C -3.106 0.323 1.292
C -4.005 -0.865 1.642
C -2.858 1.135 2.566
C -3.842 1.235 0.294
H -0.165 -5.424 -0.961
H -0.490 -5.057 0.739
H 0.923 -4.369 -0.054
H -1.396 -4.189 -2.570
H -2.546 -2.995 -4.253
H -2.427 -1.235 -4.176
H -3.883 -2.042 -3.604
H -2.784 -0.240 -1.726
H -0.626 -2.405 1.245
H -3.514 -1.506 2.378
H -4.224 -1.467 0.759
H -4.950 -0.509 2.061
H -2.362 0.537 3.331
H -3.801 1.509 2.970
H -2.232 2.008 2.353
H -4.225 0.675 -0.559
H -3.170 2.014 -0.071
H -4.697 1.714 0.779
Cl 2.200 3.566 2.727
C 2.268 3.598 0.975
C 3.476 3.936 0.385
C 3.594 3.946 -0.994
C 2.485 3.607 -1.763
C 1.289 3.281 -1.155
C 1.128 3.263 0.240
C -0.146 2.846 0.850
H 4.318 4.182 1.020
H 4.538 4.197 -1.458
H 2.559 3.586 -2.843
H 0.437 2.999 -1.764
H -0.971 3.001 0.149
H -0.361 3.375 1.783
```

Total charge = -1
Energy relative to the best compared isomer or geometry (same formula, charge and spin) = 0.0 kcal per mole
Orbital gap = 7.3 eV
LUMO energy = 2.72 eV
Max |F| = 0.15 eV Å⁻¹

=====

(4)
Computed, not measured: a 3-piece molecular cluster, C25H53B3O7 overall in a non-equilibrium geometry, with ωB97M-V/def2-TZVPD.

```
88
C25H53B3O7, DFT ωB97M-V/def2-TZVPD
C 0.661 -3.962 1.192
C 0.688 -3.105 2.523
C 2.174 -2.883 3.026
C 2.802 -1.582 2.407
C 3.433 -1.801 0.972
C 2.848 -0.724 -0.011
C 3.409 -0.822 -1.473
C 4.356 0.350 -1.905
C 3.841 1.779 -1.552
C 2.572 2.209 -2.393
C 2.275 3.711 -1.977
C 1.378 3.654 -0.681
C -0.133 3.769 -1.107
C -1.086 3.268 0.037
C -2.600 3.330 -0.445
B -3.554 2.372 0.426
O -4.410 3.011 1.389
B -5.710 2.440 1.225
O -6.832 3.231 0.859
O -5.832 1.042 1.440
B -4.852 0.409 0.609
C -5.265 -1.032 0.003
C -4.029 -1.968 -0.287
C -4.349 -2.812 -1.591
C -3.005 -3.152 -2.307
O -3.129 -4.220 -3.250
O -3.583 0.958 0.299
H -0.015 -4.832 1.364
H 0.254 -3.361 0.353
H 1.666 -4.358 0.939
H 0.263 -2.107 2.279
H 0.089 -3.624 3.302
H 2.101 -2.800 4.139
H 2.816 -3.767 2.787
H 1.984 -0.831 2.331
H 3.553 -1.209 3.146
H 4.536 -1.680 1.101
H 3.169 -2.818 0.616
H 2.986 0.263 0.478
H 1.742 -0.907 -0.029
H 2.573 -1.008 -2.186
H 4.030 -1.755 -1.508
H 5.391 0.185 -1.521
H 4.458 0.310 -3.019
H 4.645 2.492 -1.875
H 3.700 1.967 -0.465
H 1.699 1.556 -2.193
H 2.896 2.239 -3.455
H 3.237 4.247 -1.794
H 1.757 4.273 -2.786
H 1.540 2.646 -0.230
H 1.590 4.471 0.040
H -0.321 4.830 -1.379
H -0.273 3.121 -2.007
H -0.846 2.227 0.335
H -0.936 3.962 0.891
H -2.680 3.145 -1.540
H -2.921 4.391 -0.294
H -6.908 3.177 -0.100
H -5.843 -1.526 0.825
H -5.961 -0.918 -0.856
H -3.090 -1.409 -0.493
H -3.874 -2.653 0.578
H -5.006 -2.221 -2.267
H -4.903 -3.727 -1.290
H -2.289 -3.462 -1.499
H -2.607 -2.219 -2.775
H -2.229 -4.391 -3.540
C 9.045 2.160 -2.017
C 8.036 2.076 -3.132
O 7.452 1.045 -3.377
C 7.782 3.328 -3.930
H 9.126 1.189 -1.530
H 10.022 2.434 -2.419
H 8.724 2.897 -1.279
H 8.703 3.654 -4.416
H 7.406 4.117 -3.276
H 7.035 3.123 -4.696
C -7.250 -3.259 5.575
C -6.698 -2.987 4.200
O -6.621 -3.862 3.368
C -6.245 -1.582 3.902
H -7.536 -4.308 5.648
H -6.491 -3.048 6.330
H -8.133 -2.642 5.751
H -5.441 -1.299 4.584
H -7.086 -0.893 4.004
H -5.874 -1.529 2.881
```

Total charge = 0
SMILES = CCCCCCCCCCCCCCCB1OB(O)OB(CCCCO)O1.CC(C)=O.CC(C)=O
Orbital gap = 9.7 eV
LUMO energy = 0.14 eV
Max |F| = 2.75 eV Å⁻¹

=====

- What is the total charge in the second record?
  -1